Record 1
21
Properties=species:S:1:pos:R:3 method="wB97M-V/def2-TZVPD" s_squared=0.750 lumo_ev="2.997 / 2.951" mol_weight_g_mol=110.15 relative_energy_ev=1.3678 total_charge=-1 multiplicity=2 orbital_gap_ev="1.961 / 9.702"
C -0.76922 1.80390 -0.15183
O -0.87801 3.07974 0.42401
C 0.30971 1.16314 0.79902
C 1.64382 1.61704 0.27090
C 2.87130 1.08084 0.94189
H -1.71419 1.29220 -0.19576
H -0.46765 1.91198 -1.19275
H -1.38997 3.73308 -0.12394
H 0.34024 -0.04561 0.74057
H 0.10771 1.51597 1.82080
H 1.66456 2.79489 0.24909
H 1.75550 1.22112 -0.83334
H 3.09677 1.76284 1.88174
H 3.70676 1.16375 0.24643
H 2.69996 0.04846 1.30002
H -4.67546 -5.08546 -1.68525
H -3.38011 -4.87598 -2.53034
O -3.71559 -5.29217 -1.63979
H -0.64249 -2.96043 -0.83258
H -0.12471 -3.33275 0.54265
O -0.43893 -2.59654 -0.03151

***

Record 2
57
Properties=species:S:1:pos:R:3 method="wB97M-V/def2-TZVPD" lumo_ev=-0.330 mol_weight_g_mol=555.49 relative_energy_ev=9.1524 orbital_gap_ev=8.703
C 7.07388 0.40559 -0.72100
C 6.72662 1.72253 0.22184
O 7.77973 2.34673 0.81625
O 5.31963 2.16067 0.39371
C 4.67257 2.29189 -0.94890
O 5.25647 3.15311 -1.82194
C 3.28884 1.43714 -1.29486
C 2.07503 1.93538 -0.31228
C 0.80861 2.65125 -1.10868
S -0.82695 2.36602 -0.24146
O -1.70476 1.26788 -0.92312
O -1.62373 3.72334 -0.36099
O -0.71629 2.03037 1.42534
C 0.57140 1.42801 1.79770
C 1.38625 0.70244 0.57551
Br 2.84632 -0.40383 1.46910
H 6.07170 -0.17651 -0.97588
H 7.83725 -0.24195 -0.10357
H 7.62006 0.68984 -1.73522
H 2.96778 1.74618 -2.40194
H 3.45885 0.27808 -1.32647
H 2.52115 2.76315 0.41994
H 1.02396 3.78247 -1.39320
H 0.73656 2.07621 -2.15178
H 0.32918 0.60116 2.62073
H 1.33141 2.18171 2.30991
H 0.75968 -0.04194 -0.07368
C -2.05162 -2.44962 -2.91670
C -1.05927 -3.48351 -3.44672
C 0.24154 -3.31422 -2.66359
S -0.21847 -2.65962 -1.06623
O 0.32250 -1.32232 -0.94331
O -0.00876 -3.67699 -0.05557
C -1.96441 -2.53386 -1.40011
H -3.06799 -2.64274 -3.27214
H -1.75846 -1.44854 -3.25483
H -1.46007 -4.49120 -3.28280
H -0.89060 -3.36845 -4.52199
H 0.75784 -4.26825 -2.53018
H 0.90818 -2.59400 -3.14581
H -2.37913 -1.65891 -0.89667
H -2.44268 -3.44487 -1.02815
C -4.30304 -1.25378 2.61186
C -4.78677 -0.36147 3.75396
C -3.98496 0.93752 3.69224
S -3.52414 1.15941 1.98050
O -2.08400 1.05554 1.87400
O -4.26407 2.27662 1.42841
C -4.24518 -0.35715 1.38407
H -4.96775 -2.10821 2.45456
H -3.30298 -1.63992 2.84252
H -5.85325 -0.14341 3.61980
H -4.67172 -0.85063 4.72627
H -4.57942 1.79324 4.02223
H -3.06799 0.87036 4.28412
H -3.63482 -0.76991 0.57904
H -5.24973 -0.12800 1.01609